54
Properties=species:S:1:pos:R:3:mulliken_spin:R:1 method="wB97M-V/def2-TZVPD" multiplicity=5 energy_ha=-3766.7580 homo_lumo_gap_ev="6.9 / 5.7" max_force_ev_per_a=6.2 s_squared=6.05 charge=+4 e_above_lowest_kcal_mol=27.1
N 3.14388 -0.54590 -1.74826 0.006
C 3.98946 -0.78002 -0.97956 -0.002
C 5.01490 -1.48232 -0.22815 0.002
H 5.07787 -1.12050 0.81311 -0.001
H 6.00339 -1.41036 -0.72481 0.000
H 4.68970 -2.53476 -0.24961 0.000
N -0.75178 1.45634 -2.92461 0.084
C -0.88724 1.85255 -4.03386 0.020
C -1.73397 1.62320 -5.17801 -0.002
H -1.16508 1.65947 -6.11321 0.004
H -2.55772 2.34776 -5.18326 -0.001
H -2.12542 0.60559 -5.01071 0.005
N -1.25009 3.18281 0.99586 0.006
C -0.98438 3.40447 2.11521 -0.002
C -1.16375 3.67850 3.52504 0.003
H -2.19126 3.35017 3.74945 0.000
H -1.08784 4.76001 3.74720 0.000
H -0.43826 3.11538 4.13014 -0.001
Os 0.58836 1.43967 -0.98737 1.172
C -1.11021 0.96438 -0.31039 0.099
O -2.19668 0.61872 -0.05011 0.020
C 0.54341 -0.40042 -1.38257 0.087
O 0.39405 -1.52554 -1.66988 0.012
C 2.78961 2.15785 -1.80672 0.076
C 2.66770 2.20156 -0.41239 0.020
C 1.69303 3.03751 0.17895 0.063
C 0.84307 3.78749 -0.64795 0.044
C 0.79628 3.50822 -2.00985 0.091
C 1.75805 2.65904 -2.58887 0.041
H 3.56568 1.60835 -2.31958 0.004
H 3.32394 1.61312 0.23146 0.002
H 1.61865 3.08928 1.26554 -0.001
H 0.10410 4.47663 -0.26625 0.005
H 0.03159 3.98103 -2.60853 -0.003
H 1.74805 2.42897 -3.64587 -0.008
C 0.84225 -3.47265 0.99735 0.037
N -0.29612 -2.70576 1.46485 0.141
C -0.39877 -1.35701 1.68021 -0.061
Se 0.85648 -0.05320 1.37429 1.022
N -1.65499 -1.14902 2.17977 0.139
C -2.34284 -2.35353 2.26724 0.071
C -3.70296 -2.59878 2.42313 0.256
C -4.17357 -3.88194 2.11272 0.122
C -3.29383 -4.87872 1.69022 0.089
C -1.92612 -4.62672 1.57519 0.260
C -1.48357 -3.33295 1.82961 0.111
H 0.92313 -4.33387 1.67486 -0.002
H 1.74478 -2.85979 1.04385 -0.015
H 0.69920 -3.83137 -0.03312 -0.001
H -2.02445 -0.23124 2.39581 -0.012
H -4.34570 -1.79937 2.76058 -0.006
H -5.23628 -4.10788 2.19002 0.005
H -3.69885 -5.85086 1.43088 0.004
H -1.22889 -5.38360 1.27097 -0.007